[1]
Below is a 6-piece molecular cluster, C10H32O6 overall in a non-equilibrium geometry, with properties calculated with ωB97M-V/def2-TZVPD.

Positions of all 48 atoms, in Å:
C  27.28500  1.48900  9.07700
O  27.89800  1.75900  7.84500
H  26.20300  1.27300  8.93500
H  27.32800  2.42000  9.62900
H  27.78400  0.62300  9.58400
H  27.66900  2.68700  7.57100
C  28.47500  0.72700  4.15500
O  27.56000  0.80100  5.23400
H  29.23500  1.47500  4.27500
H  28.04800  0.81200  3.11400
H  29.04600  -0.19500  4.33900
H  28.13500  1.07300  6.00000
C  26.90200  4.36400  6.23300
O  26.92700  4.37500  7.63000
H  27.91600  4.57300  5.86100
H  26.24300  5.13900  5.80600
H  26.61400  3.37400  5.86400
H  26.04900  4.55100  7.99100
C  25.40000  0.16800  12.15100
O  24.41500  -0.81600  11.96800
H  25.55000  0.71600  11.27500
H  26.32800  -0.36800  12.34800
H  25.19500  0.84700  13.01300
H  24.34400  -1.25300  12.80000
C  24.81700  0.39100  6.76800
C  23.49700  0.11800  7.52400
C  23.47600  0.79400  8.83400
O  22.54900  0.44600  6.83300
H  25.01900  1.46500  6.52500
H  24.89700  -0.11700  5.80700
H  25.69400  -0.07700  7.12700
H  23.46500  -0.96800  7.63200
H  22.58700  0.49600  9.44900
H  23.58600  1.89300  8.72800
H  24.35200  0.59600  9.48100
H  22.62900  -0.11900  6.05100
C  23.50500  2.72400  11.89000
C  24.72300  3.50200  12.41800
C  25.26600  4.38600  11.26000
O  24.52400  4.30100  13.34600
H  23.25500  1.96600  12.57600
H  23.80600  2.20900  10.93300
H  22.61200  3.33600  11.66100
H  25.53000  2.84500  12.78400
H  24.45600  4.71200  10.63800
H  25.95400  3.73700  10.65800
H  25.94500  5.17300  11.49900
H  23.76800  4.86900  13.10900

Computed properties:
Kohn-Sham gap	10.04	eV
total charge	0
energy relative to the best compared isomer or geometry (same formula, charge and spin)	441.9	kJ/mol
spin multiplicity	1
SMILES	CC(C)O.CC(C)O.CO.CO.CO.CO
highest occupied orbital energy	-9.38	eV
LUMO energy	0.7	eV
DFT total energy	-851.43686	Ha

Atomic partial charges in e from the Mulliken method, atoms 1 to 6:
1. C -0.3442
2. O -0.5339
3. H -0.0190
4. H 0.2911
5. H 0.2545
6. H 0.3358

[2]
Below is a 6-piece molecular cluster, C10H32O6 overall in a non-equilibrium geometry, with properties calculated with ωB97M-V/def2-TZVPD.

Positions of all 48 atoms, in Å:
C  -4.17900  -23.01400  8.60600
C  -4.49700  -21.54300  8.30400
O  -3.44900  -20.69100  8.63900
H  -5.06900  -23.63900  8.34600
H  -3.92700  -23.21300  9.65900
H  -3.33700  -23.28500  7.95700
H  -5.40500  -21.26300  8.80400
H  -4.86900  -21.54100  7.30800
H  -3.59100  -20.54800  9.60000
C  -7.30400  -24.60700  4.60300
C  -7.51100  -23.93000  3.23600
O  -6.35200  -23.30400  2.83600
H  -8.21500  -24.96900  5.12300
H  -6.86800  -23.95200  5.33000
H  -6.62700  -25.41300  4.51700
H  -8.31200  -23.17800  3.32300
H  -7.85900  -24.64700  2.49600
H  -6.61700  -22.76000  2.04600
C  -6.78900  -18.53300  9.07600
C  -8.23000  -18.52600  8.83300
O  -8.72000  -17.40100  9.54900
H  -6.37200  -17.54500  8.78800
H  -6.22700  -19.17100  8.38400
H  -6.59000  -18.78000  10.11000
H  -8.67200  -19.50000  9.13600
H  -8.47700  -18.41400  7.79900
H  -9.37800  -16.94400  9.01400
C  -5.98800  -19.19500  5.58100
C  -6.45800  -19.75200  4.22000
O  -5.33400  -19.93200  3.36700
H  -6.78500  -19.33000  6.32700
H  -5.72300  -18.12800  5.54600
H  -5.11700  -19.72700  5.89600
H  -7.12200  -19.02200  3.71300
H  -6.95100  -20.73200  4.31100
H  -5.64600  -20.19000  2.49900
C  -9.92400  -19.86300  5.51800
O  -10.55400  -20.21500  6.70200
H  -10.62400  -19.61500  4.70900
H  -9.07300  -20.50100  5.27800
H  -9.47500  -18.92000  5.78200
H  -11.18200  -19.49200  6.91200
C  -7.91100  -22.09400  7.58300
O  -9.29900  -22.25100  7.91300
H  -7.68800  -20.99500  7.64000
H  -7.74000  -22.38700  6.59100
H  -7.33700  -22.71200  8.23600
H  -9.78400  -21.53800  7.43500

Computed properties:
Kohn-Sham gap	10.00	eV
total charge	0
energy relative to the best compared isomer or geometry (same formula, charge and spin)	257.2	kJ/mol
spin multiplicity	1
SMILES	CCO.CCO.CCO.CCO.CO.CO
highest occupied orbital energy	-9.82	eV
LUMO energy	0.2	eV
DFT total energy	-851.50719	Ha

Atomic partial charges in e from the Mulliken method, atoms 1 to 6:
1. C -1.0901
2. C -0.0119
3. O -0.5363
4. H 0.2530
5. H 0.3233
6. H 0.3097

[3]
Below is a 8-piece molecular cluster, C10H33F3N12O9 overall in a non-equilibrium geometry, with properties calculated with ωB97M-V/def2-TZVPD.

Positions of all 67 atoms, in Å:
O  -0.15209  0.78593  -0.32123
H  -0.43946  0.91704  -1.22778
H  0.68288  0.31391  -0.28107
H  -0.69808  0.42980  0.38351
C  2.01003  -1.74142  0.63920
O  1.36024  -1.04685  1.69434
O  2.00966  -0.78764  -0.41065
C  3.40041  -2.48853  1.00278
F  3.28596  -3.83903  1.14640
F  4.25781  -2.30123  -0.01733
F  4.11243  -2.00034  2.05046
C  0.79861  -1.77572  2.74426
C  1.27364  -1.08026  4.01363
H  0.63353  -1.25652  4.87808
H  2.33746  -1.31422  4.05412
H  1.20176  0.00282  3.91427
H  1.05797  -2.82001  2.91828
H  -0.29026  -1.73432  2.77168
H  1.26804  -2.49556  0.37686
C  -2.85656  -1.25053  0.77248
O  -1.74745  -0.84311  0.59786
N  -3.15344  -2.26705  1.44393
N  -3.89864  -0.95171  0.06715
H  -2.49105  -2.87286  1.90688
H  -4.09295  -2.60256  1.60165
H  -3.70788  -0.14246  -0.50628
H  -4.20398  -1.78582  -0.41361
C  -0.08696  1.12893  -4.34322
O  -0.41866  1.17901  -3.15630
N  0.62200  0.15294  -4.77551
N  -0.39332  2.05672  -5.18611
H  0.95821  0.07206  -5.72447
H  0.94938  -0.53226  -4.10961
H  -0.95783  2.82616  -4.85539
H  0.03205  1.98291  -6.09919
C  4.08129  1.69632  1.70457
O  4.82489  2.46040  2.34573
N  2.91168  1.42502  2.23745
N  4.38964  1.12203  0.56912
H  2.50452  0.51984  2.05046
H  2.55057  1.97438  3.00420
H  3.63661  0.69594  0.04808
H  5.26286  1.23373  0.07404
C  -1.11097  1.55093  3.43524
O  -0.59859  1.65586  2.36215
N  -1.98503  0.59887  3.52897
N  -1.00447  2.40058  4.43328
H  -2.36211  0.54657  4.46449
H  -2.07817  -0.17804  2.89036
H  -1.82774  2.53508  5.00269
H  -0.30741  3.11094  4.26124
C  0.74251  -2.66334  -3.33683
O  0.21712  -3.20739  -4.25094
N  0.08903  -2.20231  -2.36283
N  1.95599  -2.23080  -3.29866
H  0.54784  -1.69427  -1.62019
H  -0.90312  -2.39131  -2.35939
H  2.32999  -1.74367  -2.49684
H  2.69907  -2.50359  -3.92596
C  -3.54403  2.42786  -1.99322
O  -3.43097  1.17018  -1.93266
N  -2.69194  3.23653  -2.47853
N  -4.61312  3.07679  -1.61644
H  -1.82202  2.72697  -2.53926
H  -2.93124  4.19826  -2.67321
H  -5.37072  2.47970  -1.31707
H  -4.82542  4.05373  -1.76012

Computed properties:
Kohn-Sham gap (spin up / spin down)	9.00 / 3.75	eV
total charge	+1
spin multiplicity	2
highest occupied orbital energy (spin up / spin down)	-11.12 / -11.10	eV
LUMO energy (spin up / spin down)	-2.1 / -7.4	eV
DFT total energy	-2034.44856	Ha
⟨S²⟩	0.76

Atomic partial charges in e from the Mulliken method, atoms 1 to 6:
1. O 0.0073
2. H 0.6609
3. H 0.2396
4. H 0.5346
5. C -0.1054
6. O 0.5827